(1)
{
  "formula": "C4H3NO2",
  "method": "ωB97M-V with the def2-TZVPD basis set",
  "homo_lumo_gap_ev": 8.14,
  "lumo_ha": -0.073,
  "e_homo_ev": -10.1,
  "molar_mass_da": 97.1,
  "spin_multiplicity": 1,
  "elements": ["N", "C", "C", "C", "C", "O", "O", "H", "H", "H"],
  "positions_angstrom": [[2.022, -0.422, -0.035], [0.811, -0.101, -0.027], [-0.380, -1.017, 0.127], [-1.546, -0.227, 0.502], [-1.062, 1.167, 0.064], [-1.725, 2.146, -0.100], [0.314, 1.182, -0.134], [2.626, 0.397, -0.122], [-0.192, -1.975, 0.615], [-0.785, -1.258, -0.889]],
  "forces_ev_per_angstrom": [[-0.40, 0.19, -0.02], [0.21, -0.17, -0.07], [-0.06, 0.01, 0.23], [0.34, -0.06, -0.12], [-0.41, 0.48, -0.05], [0.37, -0.52, 0.07], [0.02, 0.00, 0.06], [-0.03, -0.06, 0.02], [-0.07, 0.15, -0.07], [0.04, -0.02, -0.05]]
}



(2)
{
  "formula": "C4H3NO2",
  "method": "ωB97M-V with the def2-TZVPD basis set",
  "homo_lumo_gap_ev": 10.07,
  "lumo_ha": 0.005,
  "e_homo_ev": -9.9,
  "smiles": "O=Cc1ncco1",
  "molar_mass_da": 97.1,
  "spin_multiplicity": 1,
  "elements": ["O", "C", "C", "N", "C", "C", "O", "H", "H", "H"],
  "positions_angstrom": [[3.023, -0.010, 0.104], [1.923, 0.438, -0.051], [0.585, -0.158, 0.257], [0.034, -1.151, -0.360], [-1.321, -0.865, -0.316], [-1.512, 0.297, 0.352], [-0.294, 0.759, 0.731], [1.731, 1.392, -0.574], [-2.046, -1.470, -0.839], [-2.359, 0.924, 0.592]],
  "forces_ev_per_angstrom": [[-0.50, -0.09, 0.06], [0.37, -0.15, 0.01], [-0.05, 0.00, -0.28], [0.03, 0.29, 0.06], [-0.25, 0.04, 0.03], [-0.12, -0.14, -0.10], [0.02, 0.11, -0.17], [0.34, 0.27, 0.10], [0.05, -0.05, 0.24], [0.11, -0.28, 0.04]]
}



(3)
{
  "formula": "C4H3NO2",
  "method": "ωB97M-V with the def2-TZVPD basis set",
  "homo_lumo_gap_ev": [6.89, 7.73],
  "lumo_ha": [0.007, -0.133],
  "e_homo_ev": [-6.7, -11.4],
  "molar_mass_da": 97.1,
  "spin_multiplicity": 3,
  "elements": ["C", "C", "C", "C", "N", "O", "O", "H", "H", "H"],
  "positions_angstrom": [[1.684, 0.195, -1.185], [-0.634, 0.411, 0.773], [-0.216, -1.066, 0.743], [-1.718, 0.702, 0.062], [1.756, 1.006, -1.986], [0.868, -1.418, 1.027], [-2.647, 0.954, -0.606], [0.181, 1.129, 1.006], [-1.077, -1.549, 0.421], [1.804, -0.362, -0.256]],
  "forces_ev_per_angstrom": [[0.92, -0.06, 1.31], [3.01, -0.61, 0.37], [-1.33, 3.68, 1.28], [-0.94, -0.03, -0.22], [-0.31, 0.31, -0.83], [2.13, -1.56, 0.39], [-1.59, 0.80, -1.07], [-0.33, -0.11, 0.43], [-1.45, -2.43, -0.77], [-0.12, 0.02, -0.89]]
}



(4)
{
  "formula": "C4H3NO3",
  "method": "ωB97M-V with the def2-TZVPD basis set",
  "homo_lumo_gap_ev": 9.35,
  "lumo_ha": -0.015,
  "e_homo_ev": -9.7,
  "smiles": "O=c1nccc(O)o1",
  "molar_mass_da": 113.1,
  "spin_multiplicity": 1,
  "elements": ["C", "C", "C", "C", "H", "H", "H", "N", "O", "O", "O"],
  "positions_angstrom": [[-0.885, -0.393, -0.040], [-0.753, 0.957, -0.185], [0.631, 1.429, 0.034], [1.483, -0.666, -0.023], [-1.804, -1.983, 0.476], [-1.763, 1.206, -0.815], [0.800, 2.484, 0.544], [1.599, 0.639, 0.074], [-2.015, -1.102, -0.136], [2.501, -1.405, -0.296], [0.206, -1.165, 0.367]],
  "forces_ev_per_angstrom": [[1.84, -0.10, 1.02], [-2.40, -1.42, -2.49], [-2.78, 3.06, 1.63], [4.36, -4.56, -0.97], [-0.95, 3.02, -2.47], [2.80, 0.96, 1.93], [-0.33, -1.85, -1.82], [1.58, 1.38, 0.46], [1.58, -2.87, 2.55], [-5.56, 2.42, 1.29], [-0.14, -0.02, -1.13]]
}



(5)
{
  "formula": "C4H3NO3P",
  "method": "ωB97M-V with the def2-TZVPD basis set",
  "homo_lumo_gap_ev": 6.02,
  "charge": -1,
  "lumo_ha": 0.075,
  "e_homo_ev": -4.0,
  "molar_mass_da": 144.0,
  "spin_multiplicity": 1,
  "elements": ["C", "C", "C", "C", "N", "O", "O", "O", "P", "H", "H", "H"],
  "positions_angstrom": [[-1.677, -1.314, -0.398], [1.670, 0.117, -0.172], [-2.494, -0.524, 0.287], [2.689, -0.440, 0.387], [-1.015, -1.758, -1.381], [-0.160, 1.966, -0.958], [-3.310, -0.282, 1.089], [3.569, -1.157, 0.719], [0.524, 1.333, 0.184], [-0.649, -1.060, -2.071], [1.138, 2.150, 1.092], [-0.284, 0.967, 1.223]],
  "forces_ev_per_angstrom": [[0.44, -0.69, -1.73], [0.63, -0.03, 0.98], [0.86, -0.52, -0.39], [-2.26, 0.22, -1.51], [-0.36, 1.04, 1.04], [-0.81, 0.52, -0.62], [-0.45, 0.41, 0.33], [0.97, -0.06, 0.62], [2.00, -1.07, -0.23], [-0.47, -0.18, 0.84], [0.90, 1.43, 0.25], [-1.45, -1.07, 0.42]]
}



(6)
{
  "formula": "C4H3NO4",
  "method": "ωB97M-V with the def2-TZVPD basis set",
  "homo_lumo_gap_ev": 10.12,
  "lumo_ha": 0.011,
  "e_homo_ev": -9.8,
  "smiles": "COC(=O)n1c(=O)c1=O",
  "molar_mass_da": 129.1,
  "spin_multiplicity": 1,
  "elements": ["C", "C", "C", "C", "N", "O", "O", "O", "O", "H", "H", "H"],
  "positions_angstrom": [[-0.534, 2.402, -1.132], [-0.269, 1.365, -2.090], [-0.331, -0.039, 0.584], [0.590, -1.929, 1.163], [-0.585, 1.040, -0.755], [-0.536, 3.459, -0.632], [0.065, 0.888, -3.125], [-0.655, 0.376, 1.659], [0.217, -1.051, 0.050], [-0.217, -2.216, 1.929], [1.325, -1.368, 1.704], [0.930, -2.927, 0.645]],
  "forces_ev_per_angstrom": [[0.00, -0.81, 1.33], [0.18, -1.42, -0.66], [-2.01, 5.26, -1.37], [-0.02, -3.39, -0.19], [0.47, -1.21, 1.25], [-0.17, 1.47, 0.16], [-0.10, 0.14, 0.20], [0.82, -1.43, -1.76], [-0.30, -1.35, 1.27], [0.63, 0.83, -1.65], [0.78, -0.32, 0.24], [-0.28, 2.23, 1.19]]
}



(7)
{
  "formula": "C4H3NOS",
  "method": "ωB97M-V with the def2-TZVPD basis set",
  "homo_lumo_gap_ev": [9.82, 4.91],
  "lumo_ha": [-0.001, -0.120],
  "e_homo_ev": [-9.8, -8.2],
  "molar_mass_da": 113.1,
  "spin_multiplicity": 1,
  "elements": ["C", "C", "C", "C", "N", "O", "S", "H", "H", "H"],
  "positions_angstrom": [[1.633, -1.677, 0.338], [0.867, -1.532, 1.607], [-1.596, 1.742, -1.081], [-0.376, 1.381, -1.073], [0.404, -1.068, 0.456], [2.590, -1.975, -0.322], [0.655, -1.655, 3.192], [-2.016, 2.629, -1.630], [-2.546, 1.330, -0.701], [0.385, 0.825, -0.785]],
  "forces_ev_per_angstrom": [[0.71, 0.33, -1.95], [-0.67, 0.19, 1.64], [-2.72, 1.36, -0.86], [-2.28, 2.34, -1.10], [1.42, -0.88, -0.59], [-1.72, 0.35, 1.42], [0.31, -0.19, -0.39], [1.16, -0.30, 0.12], [0.79, -0.84, 0.57], [3.01, -2.36, 1.13]]
}



(8)
{
  "formula": "C4H3NaO4Tl",
  "method": "ωB97M-V with the def2-TZVPD basis set",
  "homo_lumo_gap_ev": [5.17, 5.94],
  "lumo_ha": [-0.026, -0.027],
  "e_homo_ev": [-5.9, -6.7],
  "molar_mass_da": 342.4,
  "spin_multiplicity": 2,
  "elements": ["O", "O", "C", "C", "C", "H", "H", "H", "O", "C", "O", "Tl", "Na"],
  "positions_angstrom": [[0.753, -2.053, 2.458], [2.711, -1.353, 2.146], [0.710, -0.746, 3.219], [2.200, -0.637, 3.361], [1.743, -2.061, 1.602], [0.041, 0.161, 1.945], [2.601, 0.387, 3.379], [2.659, -1.176, 4.208], [-1.278, 1.559, 0.241], [-0.441, 0.649, 0.328], [-0.018, -0.006, -0.669], [-1.716, 2.060, -1.891], [1.316, -1.813, -0.897]],
  "forces_ev_per_angstrom": [[-1.53, 0.24, -1.14], [0.68, 0.91, -0.94], [0.23, -0.04, -0.92], [0.12, 0.12, -0.02], [0.38, -0.12, 1.66], [0.08, -0.08, -0.71], [-0.15, -0.34, -0.35], [-0.43, 0.02, -0.05], [-0.90, 1.16, 0.14], [1.75, -2.23, 2.65], [-0.04, 0.18, -0.56], [0.04, -0.10, -0.37], [-0.23, 0.28, 0.61]]
}



(9)
{
  "formula": "C4H3O2S",
  "method": "ωB97M-V with the def2-TZVPD basis set",
  "homo_lumo_gap_ev": 7.01,
  "charge": -1,
  "lumo_ha": 0.139,
  "e_homo_ev": -3.2,
  "molar_mass_da": 115.1,
  "spin_multiplicity": 1,
  "elements": ["C", "C", "C", "C", "O", "O", "S", "H", "H", "H"],
  "positions_angstrom": [[2.011, 0.088, -0.307], [0.954, 0.318, 0.421], [-2.419, -0.027, 0.304], [-0.517, -0.130, -0.119], [-2.721, -1.099, 0.730], [-0.346, -0.931, -1.016], [-3.057, 1.368, -0.195], [3.073, 0.030, 0.090], [1.834, -0.002, -1.368], [1.190, 0.385, 1.461]],
  "forces_ev_per_angstrom": [[1.90, 0.39, -0.93], [-1.54, -0.76, 1.12], [3.12, -1.21, 0.18], [0.34, -0.46, -0.26], [-0.46, -0.12, 0.23], [-0.72, 0.26, -0.06], [-0.91, 1.62, -0.41], [-1.47, 0.31, -0.50], [0.42, -0.46, -0.30], [-0.68, 0.44, 0.93]]
}